(1)
Formula: C33H75B6F24N9O3
Source: OMol25
Level of theory: ωB97M-V with the def2-TZVPD basis set

Structure (XYZ):
```
150
Properties=species:S:1:pos:R:3
C 5.67 6.20 3.41
C 4.67 5.85 4.51
N 4.13 7.00 5.31
C 4.93 7.61 6.26
C 4.28 8.76 6.63
N 3.05 8.85 5.98
C 3.03 7.75 5.14
C 1.99 9.77 6.19
H 6.69 6.34 3.75
H 5.33 7.07 2.83
H 5.77 5.32 2.78
H 5.04 5.06 5.15
H 3.79 5.39 4.05
H 5.85 7.12 6.55
H 4.66 9.50 7.33
H 2.16 7.67 4.51
H 2.27 10.82 6.23
H 1.36 9.38 6.99
H 1.38 9.57 5.31
C 0.79 1.88 -2.54
C 1.42 1.32 -1.30
N 0.46 0.97 -0.21
C -0.45 1.84 0.38
C -1.07 1.33 1.49
N -0.51 0.05 1.56
C 0.41 -0.15 0.52
C -0.79 -0.97 2.56
H 0.46 1.14 -3.27
H 1.51 2.43 -3.14
H 0.03 2.63 -2.29
H 2.24 1.92 -0.93
H 1.80 0.35 -1.64
H -0.61 2.82 -0.05
H -1.79 1.69 2.22
H 1.02 -1.04 0.49
H -0.98 -1.92 2.06
H -1.70 -0.68 3.09
H 0.07 -1.05 3.23
C 1.44 -2.69 -9.84
C 2.80 -3.43 -10.16
N 3.91 -2.55 -10.08
C 4.49 -2.17 -8.85
C 5.59 -1.38 -9.06
N 5.75 -1.32 -10.43
C 4.68 -1.95 -11.06
C 6.91 -0.75 -11.10
H 0.56 -3.32 -9.95
H 1.10 -1.97 -10.58
H 1.37 -2.25 -8.84
H 2.63 -3.74 -11.19
H 2.98 -4.32 -9.56
H 3.93 -2.33 -7.95
H 6.29 -1.03 -8.32
H 4.59 -2.08 -12.13
H 7.29 -1.34 -11.93
H 7.76 -0.89 -10.43
H 6.73 0.31 -11.31
C -9.01 -7.34 9.49
N -7.62 -7.94 9.82
C -7.32 -8.96 8.64
C -6.61 -6.79 9.84
C -7.44 -8.57 11.25
C -8.08 -9.98 11.40
O -9.42 -10.08 11.08
H -8.90 -6.74 8.59
H -9.35 -6.80 10.38
H -9.75 -8.14 9.36
H -7.36 -8.48 7.67
H -8.25 -9.52 8.65
H -6.36 -9.42 8.85
H -6.54 -6.35 10.84
H -6.65 -6.00 9.09
H -5.66 -7.30 9.67
H -7.75 -7.89 12.04
H -6.39 -8.79 11.47
H -7.99 -10.21 12.46
H -7.44 -10.73 10.93
H -9.55 -10.90 10.59
C -1.85 -12.25 0.04
N -0.91 -11.04 -0.13
C -1.45 -9.75 0.59
C 0.37 -11.48 0.62
C -0.54 -10.67 -1.64
C -1.44 -9.61 -2.35
O -2.74 -10.11 -2.31
H -2.85 -11.96 -0.30
H -1.95 -12.45 1.10
H -1.54 -13.14 -0.50
H -1.68 -10.03 1.62
H -2.32 -9.36 0.06
H -0.71 -8.96 0.70
H 0.76 -12.45 0.33
H 0.10 -11.43 1.68
H 1.10 -10.71 0.35
H -0.50 -11.57 -2.26
H 0.45 -10.25 -1.49
H -1.28 -9.38 -3.40
H -1.21 -8.64 -1.92
H -3.45 -9.54 -2.60
C 0.52 13.02 -6.57
N 0.05 12.11 -7.69
C -1.40 12.51 -7.96
C 0.89 12.35 -8.92
C 0.07 10.62 -7.23
C 1.26 10.21 -6.40
O 2.44 10.16 -7.10
H 1.58 12.82 -6.44
H -0.01 12.99 -5.62
H 0.44 14.08 -6.85
H -1.37 13.41 -8.57
H -1.99 12.69 -7.07
H -2.01 11.77 -8.48
H 0.48 11.94 -9.85
H 1.86 11.91 -8.70
H 1.16 13.39 -9.11
H 0.00 10.03 -8.15
H -0.84 10.29 -6.73
H 1.05 9.19 -6.09
H 1.46 10.89 -5.56
H 2.92 9.41 -6.75
B 7.40 5.42 -4.43
F 6.65 5.28 -5.52
F 7.75 4.22 -3.85
F 8.54 6.19 -4.68
F 6.62 6.20 -3.63
B 5.20 -1.89 5.97
F 4.64 -0.92 6.83
F 4.35 -2.26 4.99
F 6.37 -1.36 5.41
F 5.50 -3.03 6.67
B -3.19 3.63 8.26
F -2.09 4.11 7.53
F -2.93 2.32 8.64
F -3.35 4.37 9.35
F -4.36 3.68 7.63
B 2.80 -5.20 -2.97
F 2.67 -5.88 -1.85
F 3.98 -4.46 -2.82
F 2.96 -6.12 -3.97
F 1.77 -4.32 -3.24
B -1.02 9.24 0.11
F 0.11 8.44 0.19
F -2.11 8.78 0.82
F -0.60 10.40 0.70
F -1.45 9.50 -1.17
B -7.37 -4.16 2.41
F -8.69 -4.18 2.82
F -6.56 -4.61 3.47
F -7.18 -5.03 1.32
F -7.10 -2.81 2.19
```

Properties
molar mass	1166.847	g/mol
highest occupied orbital energy	-0.29050	Eh



(2)
Formula: C2H5B2NO6
Source: OMol25
Level of theory: ωB97M-V with the def2-TZVPD basis set

Structure (XYZ):
```
16
Properties=species:S:1:pos:R:3
N 0.39 -2.53 2.92
C 0.39 -1.66 2.16
C 0.33 -0.58 1.06
O -0.52 0.41 1.45
O -0.09 -1.23 -0.19
B -1.12 -0.80 -1.01
O -1.48 0.51 -1.19
O -1.61 -1.71 -1.89
H 1.38 -0.18 0.98
H -1.45 0.16 1.19
H -1.24 1.29 -0.55
H -2.31 -1.32 -2.44
O 3.20 0.10 -1.13
B 2.28 -0.01 -1.91
O 1.17 -0.32 -2.55
H 0.40 -0.01 -3.10
```

Properties
molar mass	160.687	g/mol
highest occupied orbital energy	-0.42887	Eh
structure (SMILES)	N#C[C@H](O)OB(O)O.O=BO



(3)
Formula: C4H10F2
Source: OMol25
Level of theory: ωB97M-V with the def2-TZVPD basis set

Structure (XYZ):
```
16
Properties=species:S:1:pos:R:3
C 0.89 -2.63 -1.00
C -0.40 -2.28 -1.70
F -1.42 -3.13 -1.28
H 0.78 -2.54 0.09
H 1.69 -1.95 -1.33
H 1.18 -3.67 -1.24
H -0.72 -1.24 -1.47
H -0.32 -2.37 -2.80
C -3.11 -1.10 5.43
C -3.37 0.23 4.78
F -2.16 0.89 4.53
H -2.49 -1.74 4.78
H -4.07 -1.61 5.63
H -2.59 -0.96 6.39
H -3.89 0.12 3.80
H -3.98 0.90 5.41
```

Properties
molar mass	96.120	g/mol
highest occupied orbital energy	-0.43230	Eh
structure (SMILES)	CCF.CCF



| no. | orbital gap (eV) | DFT total energy (a.u.) |
| --- | --- | --- |
| 1 | 6.3 | -4567.53109 |
| 2 | 11.3 | -635.29377 |
| 3 | 12.7 | -358.11644 |